No. 1
# Cl2NO2S

A cluster of 2 separate species, Cl2NO2S in total in a non-equilibrium geometry (wB97M-V/def2-TZVPD, the OMol25 dataset).

Structure (XYZ):
```
6
Properties=species:S:1:pos:R:3:forces:R:3
N -2.624 0.519 -0.275 -0.480 2.973 -1.402
O 2.639 0.680 1.063 -1.386 -0.254 -2.053
O 3.061 -0.889 -0.730 -2.003 1.684 0.127
S 2.159 0.176 -0.237 3.266 -1.422 1.949
Cl -4.072 -0.247 0.152 -0.664 -1.356 0.678
Cl -1.163 -0.239 0.027 1.267 -1.626 0.701
```
Positions in Å, forces in eV/Å.

Properties
Charge: -1
HOMO-LUMO gap, eV: 3.59
Molecular weight, g/mol: 148.98
HOMO, eV: -2.168
Relative energy (zero: lowest compared OMol25 entry of this formula, charge and spin), kJ/mol: 135.3

---

No. 2
# C37H35LaO3P2S

A structure of composition C37H35LaO3P2S in a non-equilibrium geometry (wB97M-V/def2-TZVPD, the OMol25 dataset).

Structure (XYZ):
```
79
Properties=species:S:1:pos:R:3:forces:R:3
C -2.332 1.235 -1.340 0.213 -0.163 -0.176
C -1.845 1.735 -0.117 -0.648 0.209 0.278
C -1.426 3.081 -0.033 0.234 -0.153 -0.010
C -1.364 3.860 -1.177 0.038 0.063 0.094
C -1.832 3.356 -2.393 -0.168 -0.311 -0.356
C -2.338 2.048 -2.474 0.253 0.373 0.351
P -1.755 0.659 1.335 0.235 1.177 -0.293
C -1.638 1.636 2.848 -0.096 -0.117 -0.230
C -0.411 1.929 3.474 -0.534 0.348 -0.086
C -0.401 2.937 4.446 0.050 -0.173 0.061
C -1.598 3.564 4.827 -0.263 -0.133 -0.169
C -2.826 3.199 4.252 0.310 0.049 0.197
C -2.841 2.229 3.256 0.338 0.125 -0.055
La 1.264 -0.033 0.936 0.914 1.891 -0.851
P 2.021 -0.832 -2.023 1.075 -0.222 0.421
C 2.139 0.930 -2.300 0.227 0.815 -0.572
C 1.817 1.469 -3.563 -0.150 -0.355 0.367
C 1.742 2.844 -3.754 0.333 0.431 0.408
C 2.006 3.711 -2.680 -0.363 -0.391 -0.124
C 2.254 3.195 -1.401 0.387 -0.346 -0.190
C 2.423 1.811 -1.224 -0.074 0.564 -0.361
C 3.459 -1.485 -1.162 -0.220 0.466 0.352
C 3.255 -2.619 -0.342 0.099 0.175 -0.151
C 4.214 -2.929 0.621 0.025 -0.220 -0.490
C 5.370 -2.163 0.739 0.102 -0.008 0.029
C 5.571 -1.045 -0.072 -0.015 0.073 -0.224
C 4.609 -0.687 -1.018 -0.003 0.086 0.077
C 1.141 -1.886 -3.156 -0.715 -0.011 -0.549
C -0.103 -2.388 -2.712 0.257 -0.002 0.274
C -0.801 -3.307 -3.484 0.078 0.203 -0.278
C -0.317 -3.655 -4.751 0.164 0.156 0.328
C 0.897 -3.141 -5.212 0.212 0.368 0.047
C 1.619 -2.233 -4.429 0.039 -0.140 0.136
C -3.169 -0.435 1.400 0.154 -0.500 -0.541
C -4.400 -0.035 0.861 0.019 -0.166 0.290
C -5.476 -0.921 0.899 0.234 -0.100 0.178
C -5.299 -2.197 1.453 0.137 0.050 0.049
C -4.053 -2.609 1.958 -0.240 0.200 -0.047
C -2.975 -1.731 1.915 -0.238 0.352 -0.115
H 2.363 -3.238 -0.471 0.274 0.160 0.133
H 4.067 -3.797 1.250 0.036 0.112 -0.049
H 6.128 -2.459 1.467 -0.226 0.185 -0.194
H 6.484 -0.455 0.020 -0.295 -0.167 -0.008
H 4.714 0.222 -1.625 0.137 -0.487 0.244
H 1.659 0.789 -4.400 -0.192 0.188 0.201
H 1.484 3.256 -4.732 0.245 -0.205 0.308
H 2.033 4.790 -2.849 -0.250 -0.351 0.138
H 2.351 3.873 -0.547 0.293 -0.267 -0.364
H 2.936 1.473 -0.300 -0.434 0.202 -0.500
H -0.526 -2.059 -1.751 0.295 -0.267 -0.361
H -1.727 -3.736 -3.100 0.199 0.180 -0.212
H -0.905 -4.311 -5.383 0.160 -0.083 0.077
H 1.296 -3.436 -6.185 -0.250 0.153 0.314
H 2.546 -1.777 -4.790 -0.234 -0.396 0.027
H -4.509 0.961 0.425 -0.029 -0.301 0.125
H -6.444 -0.599 0.509 0.285 -0.244 0.123
H -6.141 -2.888 1.492 0.219 0.201 -0.023
H -3.927 -3.603 2.396 -0.113 0.343 -0.260
H -1.981 -2.032 2.254 -0.309 0.009 -0.028
H 0.519 1.385 3.218 -0.487 0.429 0.194
H 0.543 3.239 4.909 -0.393 -0.177 -0.096
H -1.585 4.340 5.594 0.093 -0.235 -0.246
H -3.769 3.665 4.559 0.521 -0.134 -0.039
H -3.775 1.947 2.767 0.241 0.103 0.170
H -1.130 3.495 0.932 0.043 -0.093 -0.230
H -0.939 4.870 -1.124 -0.401 -0.370 0.011
H -1.833 3.990 -3.285 0.040 -0.240 0.324
H -2.742 1.672 -3.412 0.112 0.072 0.206
H -2.697 0.204 -1.398 0.059 0.364 -0.017
H 1.066 -0.975 -0.995 -1.364 -0.496 -0.169
H -0.725 -0.364 1.510 -0.704 -0.637 0.549
C 0.552 -2.205 4.361 0.320 -0.123 -0.145
S 1.598 -2.232 2.897 -0.866 -0.040 -0.637
O 2.354 -0.908 2.854 -0.411 -1.384 0.557
O 2.374 -3.439 2.859 -0.448 0.986 0.373
O 0.627 -2.095 1.699 1.039 -1.687 1.936
H 1.203 -2.151 5.239 -0.038 0.015 -0.205
H 0.002 -3.151 4.382 0.139 0.156 -0.111
H -0.143 -1.357 4.346 0.296 -0.139 -0.185
```
Positions in Å, forces in eV/Å.

Properties
Charge: +2
HOMO-LUMO gap (spin up / spin down), eV: 4.60 / 5.11
Molecular weight, g/mol: 760.61
HOMO (spin up / spin down), eV: -10.409 / -10.764

---

No. 3
# C11H13BrPr

A structure of composition C11H13BrPr in a non-equilibrium geometry (wB97M-V/def2-TZVPD, the OMol25 dataset).

Structure (XYZ):
```
26
Properties=species:S:1:pos:R:3:forces:R:3
C 1.069 2.064 0.435 -0.289 0.415 0.341
C 1.396 1.303 1.572 0.289 0.130 0.302
C 2.268 0.264 1.158 0.743 0.129 0.080
H 0.979 1.432 2.570 0.266 -0.004 -0.254
C 2.453 0.384 -0.246 0.194 -0.116 0.249
C 1.688 1.491 -0.683 0.278 -0.143 -0.362
H 1.571 1.814 -1.716 0.091 -0.057 0.300
H 0.419 2.944 0.436 0.228 -0.437 -0.065
H 2.549 -0.589 1.772 0.218 0.288 -0.064
H 2.935 -0.345 -0.894 0.082 0.273 0.212
Pr 0.051 -0.579 0.274 -0.795 0.192 -0.997
Br -0.504 -1.591 2.758 -0.315 -0.026 1.195
C -2.303 -0.810 -0.804 -0.461 0.048 0.260
C -1.655 -0.010 -1.777 0.108 0.043 0.025
C -1.533 1.297 -1.247 0.173 -0.083 -0.349
H -1.208 -0.358 -2.707 -0.324 0.081 0.137
C -2.073 1.303 0.048 -0.206 -0.183 0.245
C -2.563 0.007 0.334 -0.080 -0.159 -0.451
H -2.930 -0.330 1.295 -0.111 0.025 -0.185
H -2.383 -1.892 -0.822 -0.322 0.157 -0.164
H -1.064 2.142 -1.749 -0.121 -0.269 0.168
H -2.083 2.141 0.739 -0.041 -0.105 -0.163
C 0.730 -2.997 -0.234 0.478 0.711 -0.590
H 1.477 -2.265 0.129 -0.260 -0.915 -0.128
H -0.328 -2.783 -0.407 0.285 -0.252 0.258
H 1.043 -4.035 -0.234 -0.108 0.257 0.001
```
Positions in Å, forces in eV/Å.

Properties
Charge: -1
HOMO-LUMO gap (spin up / spin down), eV: 6.11 / 6.18
Spin multiplicity: 3
Molecular weight, g/mol: 366.04
HOMO (spin up / spin down), eV: -3.098 / -3.175
Relative energy (zero: lowest compared OMol25 entry of this formula, charge and spin), kJ/mol: 0.0

---

No. 4
# C15H20BN9O8P2Ti

A structure of composition C15H20BN9O8P2Ti in a non-equilibrium geometry (wB97M-V/def2-TZVPD, the OMol25 dataset).

Structure (XYZ):
```
56
Properties=species:S:1:pos:R:3:forces:R:3
Ti 0.379 -0.742 -0.603 0.756 -0.455 0.253
C 2.143 -1.356 3.360 -0.029 0.025 0.009
C 1.915 -1.704 2.024 -0.030 -0.058 -0.032
N 0.946 -0.956 1.517 0.084 0.078 0.110
N 0.547 -0.104 2.494 0.002 0.075 -0.011
C 1.255 -0.334 3.614 0.032 -0.024 0.047
B -0.576 0.889 2.161 0.094 -0.028 -0.029
N -0.121 1.843 1.016 -0.083 -0.044 -0.090
C -0.336 3.165 0.922 0.083 0.016 0.034
C 0.101 3.593 -0.315 0.009 0.009 0.006
C 0.570 2.434 -0.936 0.076 0.011 0.025
N 0.435 1.389 -0.129 -0.241 0.175 -0.008
N -1.770 0.035 1.637 -0.089 0.165 -0.038
C -2.911 -0.413 2.190 0.057 -0.112 0.020
C -3.537 -1.251 1.290 0.006 0.005 0.021
C -2.675 -1.285 0.192 0.031 -0.054 0.070
N -1.618 -0.517 0.416 -0.183 0.002 -0.104
N -0.962 1.775 3.343 -0.075 -0.155 0.132
C -2.177 2.185 3.785 0.025 0.168 -0.112
C -1.979 3.103 4.787 0.005 0.015 -0.014
C -0.579 3.200 4.887 -0.008 0.013 -0.003
N 0.024 2.412 4.016 0.017 -0.067 0.050
H 2.865 -1.780 4.035 0.001 -0.001 -0.001
H 2.418 -2.431 1.406 0.016 0.013 -0.015
H 1.089 0.258 4.496 0.000 0.005 -0.010
H -0.756 3.716 1.747 -0.008 -0.003 -0.003
H 0.097 4.597 -0.702 0.001 0.003 0.003
H 1.005 2.301 -1.914 0.016 -0.027 -0.024
H -3.186 -0.157 3.197 -0.014 0.002 -0.010
H -4.464 -1.780 1.424 0.001 -0.001 0.000
H -2.725 -1.865 -0.715 0.004 0.004 -0.004
H -3.090 1.854 3.326 0.001 0.000 0.011
H -2.730 3.628 5.351 -0.001 -0.006 0.005
H 0.012 3.810 5.552 0.003 -0.003 0.001
O 0.369 -3.007 -3.270 -0.236 -0.008 -0.069
P 0.515 -3.665 -1.798 0.330 -0.061 0.066
O 0.046 -5.058 -1.826 0.009 -0.033 0.110
O -0.145 -2.669 -0.845 -0.217 0.104 -0.110
O 2.085 -3.566 -1.488 -0.295 -0.100 0.062
P 3.065 -2.249 -1.535 0.882 -0.004 -1.965
O 3.303 -1.932 -3.027 1.645 -2.637 2.125
O 4.235 -2.531 -0.694 -0.107 0.007 0.468
O 2.140 -1.076 -1.053 -0.543 0.219 0.760
H 0.326 -3.729 -3.907 0.095 -0.014 0.013
H 2.579 -1.143 -3.457 -1.545 1.672 -0.526
N -1.612 0.571 -4.046 0.110 -0.085 -0.034
C -0.468 0.010 -3.591 0.007 -0.133 -0.145
O -0.425 -0.313 -2.402 -0.137 0.266 -0.099
C 0.637 -0.193 -4.592 -0.344 0.161 -0.234
C 2.053 -0.120 -4.060 -0.502 0.134 -0.467
H -2.415 0.582 -3.441 -0.002 0.029 0.005
H -1.714 0.766 -5.024 -0.039 0.010 -0.001
H 0.368 0.485 -5.429 0.235 0.001 0.076
H 0.446 -1.200 -4.989 0.027 -0.009 0.096
H 2.252 0.806 -3.513 0.108 0.116 -0.206
H 2.751 -0.281 -4.887 -0.039 0.617 -0.217
```
Positions in Å, forces in eV/Å.

Properties
Charge: -1
HOMO-LUMO gap (spin up / spin down), eV: 6.21 / 6.21
Spin multiplicity: 2
Molecular weight, g/mol: 575.01
HOMO (spin up / spin down), eV: -3.974 / -3.974
Relative energy (zero: lowest compared OMol25 entry of this formula, charge and spin), kJ/mol: 159.6